Entry 1:
79
Properties=species:S:1:pos:R:3 method="wB97M-V/def2-TZVPD" orbital_gap_ev="8.174 / 9.080" e_lumo_ha="-0.113 / -0.087" spin_multiplicity=4 total_charge=+1 s2=3.853 total_energy_ev=-86897.11430 e_above_lowest_kj_mol=0.0
Cr 0.1535 -0.6337 -0.1920
C 0.3749 1.3433 0.9324
C -0.5428 1.6576 -0.1235
C -1.7238 0.8702 0.1280
C -1.4202 0.0588 1.2629
C -0.1585 0.4010 1.8176
C 0.3373 0.0942 3.2188
C -0.6690 0.7385 4.1847
C 1.7131 0.7235 3.4536
C 0.4254 -1.4020 3.5091
C -3.1903 0.9960 -0.3549
C -3.5274 0.5799 -1.7878
C -4.0989 0.1704 0.5665
C -3.6189 2.4605 -0.1715
C -0.1981 2.8434 -1.0416
C -0.8113 2.7768 -2.4367
C 1.3279 2.9650 -1.2059
C -0.6450 4.1402 -0.3427
H 1.2719 1.9079 1.1170
H -2.1020 -0.6390 1.7191
H -0.7921 1.7999 3.9753
H -0.3199 0.6322 5.2099
H -1.6458 0.2629 4.1115
H 1.6944 1.8058 3.3349
H 2.4628 0.3063 2.7794
H 2.0390 0.5156 4.4712
H -0.5226 -1.9076 3.3324
H 0.6950 -1.5513 4.5524
H 1.1892 -1.8836 2.8966
H -3.5130 -0.4971 -1.8984
H -2.8603 0.9935 -2.5279
H -4.5388 0.9170 -2.0136
H -3.8565 -0.8891 0.5398
H -5.1305 0.2864 0.2358
H -4.0429 0.5053 1.6015
H -3.2407 3.1011 -0.9619
H -3.2909 2.8597 0.7882
H -4.7063 2.5145 -0.2053
H -0.4905 1.8913 -2.9783
H -0.4932 3.6506 -3.0054
H -1.8944 2.7905 -2.4118
H 1.7856 2.0297 -1.5104
H 1.8082 3.3225 -0.2953
H 1.5429 3.7028 -1.9772
H -1.7197 4.2733 -0.3441
H -0.2038 4.9921 -0.8589
H -0.3023 4.1637 0.6916
N -2.5100 -2.4522 -1.0470
N -2.0073 -3.7551 -0.9704
C -0.9413 -4.0351 -0.2293
N -0.5411 -5.3151 -0.2173
S -0.0751 -2.9367 0.7320
H -3.5001 -2.4493 -0.8098
H -2.3562 -2.0672 -1.9799
H -2.3576 -4.4646 -1.6112
H -1.0526 -6.0483 -0.6798
H 0.2764 -5.5603 0.3142
F -0.1139 -2.5201 -2.4867
C 0.0468 -1.1627 -2.2514
F -1.0979 -0.6034 -2.7592
C 1.1577 -0.7592 -3.2602
F 0.6858 -0.6072 -4.5006
F 1.7399 0.3906 -2.8952
F 2.1195 -1.6863 -3.2976
C 5.4167 0.7162 0.4122
C 4.3525 -0.2582 0.0535
C 4.4038 -1.5719 -0.3537
C 3.0778 -1.9744 -0.5474
N 2.2433 -0.9652 -0.2597
N 3.0522 0.0640 0.1055
C 2.6674 -3.3173 -1.0423
H 6.3800 0.3594 0.0582
H 5.4784 0.8439 1.4927
H 5.2282 1.6898 -0.0367
H 5.2810 -2.1662 -0.5155
H 2.6435 0.9641 0.3068
H 3.2975 -3.5812 -1.8893
H 1.6332 -3.3496 -1.3594
H 2.8209 -4.0616 -0.2605



Entry 2:
80
Properties=species:S:1:pos:R:3 method="wB97M-V/def2-TZVPD" orbital_gap_ev="4.940 / 6.526" e_lumo_ha="0.164 / 0.164" spin_multiplicity=3 total_charge=-2 s2=2.016 total_energy_ev=-85565.23424
Ti 0.9642 1.1436 -0.1615
C -6.4042 1.6507 1.3144
C -5.0353 2.2727 1.2334
C -4.7150 3.1608 0.2093
C -3.4393 3.6930 0.1035
C -2.4617 3.3277 1.0211
C -2.7634 2.4504 2.0512
C -4.0486 1.9387 2.1541
S -0.7957 3.9395 0.8189
O -0.1407 3.7690 2.0922
O -0.9548 5.2977 0.3300
N -0.1406 2.9993 -0.2833
C -0.4135 3.4080 -1.6604
C 0.5237 2.6791 -2.6192
O 0.5117 2.9601 -3.8107
O 1.2715 1.7814 -2.0636
H -6.4471 0.7321 0.7234
H -7.1719 2.3261 0.9321
H -6.6574 1.3906 2.3432
H -5.4750 3.4397 -0.5136
H -3.1932 4.3991 -0.6787
H -1.9852 2.1467 2.7402
H -4.2773 1.2423 2.9537
H -0.2776 4.4810 -1.7980
H -1.4410 3.1729 -1.9699
C -2.2659 -0.7731 0.3948
Si -0.5945 -0.9932 -0.5066
C 0.1156 -2.6597 0.2322
C -0.9715 -3.7080 0.4969
C 0.7739 -2.3282 1.5780
C 1.1922 -3.2711 -0.6673
C -1.1022 -1.2476 -2.3730
C -1.8898 -2.5319 -2.6444
C -2.0034 -0.0627 -2.7445
C 0.1190 -1.2084 -3.2976
H -3.0008 -1.5538 0.1665
H -2.7001 0.1940 0.1298
H -2.0990 -0.7548 1.4751
H -1.7207 -3.3355 1.1992
H -0.5216 -4.6085 0.9417
H -1.4882 -4.0132 -0.4151
H 0.0870 -1.8215 2.2608
H 1.6369 -1.6735 1.4448
H 1.1147 -3.2575 2.0598
H 0.7795 -3.6598 -1.6021
H 1.6805 -4.1107 -0.1493
H 1.9588 -2.5296 -0.9093
H -2.7535 -2.6301 -1.9802
H -1.2689 -3.4228 -2.5251
H -2.2656 -2.5320 -3.6789
H -2.9518 -0.0890 -2.2016
H -2.2280 -0.0832 -3.8199
H -1.5201 0.8938 -2.5330
H 0.8162 -2.0245 -3.0976
H 0.6674 -0.2707 -3.1920
H -0.2063 -1.2954 -4.3452
C 6.3834 -0.5054 -0.3472
C 5.1116 -1.3526 -0.4845
C 5.1234 -2.0624 -1.8460
C 5.0773 -2.4053 0.6331
C 3.9211 -0.4927 -0.3798
C 2.9176 0.1917 -0.2582
H 7.2750 -1.1371 -0.4246
H 6.3972 0.0038 0.6175
H 6.4202 0.2531 -1.1304
H 6.0043 -2.7081 -1.9338
H 5.1379 -1.3307 -2.6548
H 4.2277 -2.6739 -1.9630
H 5.9503 -3.0645 0.5689
H 4.1725 -3.0098 0.5539
H 5.0705 -1.9218 1.6110
N -0.2582 2.0295 4.7476
N 0.5036 1.0332 4.0490
N 1.8808 1.3348 3.9528
C 2.1105 1.2253 2.6793
N 1.0212 0.9561 1.9275
N -0.0296 0.8455 2.7744
H 0.1739 2.0962 5.6622
H -0.0987 2.9132 4.2566
H 3.0843 1.3421 2.2296